Here is C6H12O as an isolated structure from the Open Molecules 2025 dataset. Energies are from ωB97M-V/def2-TZVPD.

Calculated values
HOMO (eV): -8.691
Energy relative to the best compared isomer or geometry (same formula, charge and spin) (kJ/mol): 413.5

Positions of all 19 atoms, in Å:
H  2.04962  2.36277  -0.33830
C  -1.53598  -0.09293  1.12712
H  -0.18938  -1.67964  -1.67698
C  1.95016  1.25904  -0.38054
H  -1.21862  0.20335  2.12562
H  1.91536  0.95731  -1.43039
C  -0.86484  -1.70477  -0.81384
H  2.83488  0.84698  0.10826
O  -0.47143  1.91107  0.19193
H  1.17183  -0.15112  1.53966
C  0.89979  -0.47113  0.53749
C  -0.46823  -0.67591  0.22996
H  0.62431  1.54564  0.05696
H  -0.84820  -2.72198  -0.39996
H  -1.86675  0.81607  -0.86547
H  -1.88130  -1.52511  -1.18512
H  1.62177  -1.12891  0.05555
H  -2.49275  -0.61399  1.10253
C  -1.25227  0.87021  0.04382



Here is C34H43AsHfIN5O6PS2 as an isolated structure at a distorted geometry from the Open Molecules 2025 dataset. Energies are from ωB97M-V/def2-TZVPD.

Calculated values
HOMO (eV): -15.953
Charge: +3

Positions of all 94 atoms, in Å:
H  2.20111  -1.03181  5.52166
H  1.13957  1.56535  -3.81582
H  1.85912  4.52728  6.15346
C  -2.35389  -3.54499  0.65659
N  -0.94242  2.55653  -0.01607
H  -1.26980  2.20113  -3.92063
H  1.65472  -4.87655  -2.09102
O  2.90210  -3.12008  -0.80330
N  -1.41479  -4.48437  0.71817
C  -4.24757  0.83657  0.48581
C  4.29944  -0.78003  5.12672
H  -0.99424  2.82342  2.49122
H  -0.03115  2.21081  0.23047
H  5.61598  0.87486  2.47091
C  0.58362  2.38120  3.87667
C  0.32122  4.99407  4.73077
H  2.02558  -2.53497  -3.08655
As  0.75036  0.53460  3.40534
H  0.59195  -1.62280  -3.62402
C  3.52115  0.64721  2.85940
C  -2.37438  -1.91185  4.71411
O  0.26987  -2.72093  -1.04131
C  3.32903  -3.04417  2.26387
C  1.92087  -5.01203  1.58064
O  1.11708  -2.69661  1.15117
C  -3.33071  -1.51968  0.59598
C  0.99101  -2.61549  -3.42445
H  -1.04718  3.55725  -0.06615
O  1.62351  -0.85295  -0.34380
H  1.55931  -4.24179  4.11952
H  3.95683  -3.34590  1.42777
P  1.73549  -2.39498  -0.35848
C  1.91753  -3.59356  2.12490
N  -1.97285  0.46882  0.39333
C  -1.46487  -0.80392  6.65303
H  0.03263  -5.33128  -1.50718
H  2.64728  -5.58973  2.15215
H  6.30312  -0.37576  4.48590
C  -1.42944  1.17712  -3.59605
C  -2.38962  -1.66881  6.08161
C  -1.42610  -1.28989  3.91978
C  -3.25406  -0.06923  0.51554
S  -4.02966  -3.95296  0.68521
H  -5.31109  0.67170  0.56712
H  -3.10500  -2.58065  4.27541
S  -3.61650  2.42301  0.26889
H  -2.38900  1.07056  -3.10483
H  -5.46547  -1.95954  0.62964
H  -1.92623  -3.98889  -2.17045
C  -1.34478  -3.26564  -2.74471
H  1.22775  -2.52665  3.86972
C  0.13526  -3.36939  -2.42209
O  -0.59774  -0.03209  -1.71804
C  1.38577  2.84624  4.91519
H  1.67375  0.64600  -2.45007
C  2.94905  -0.61197  4.85917
C  -0.50105  -0.42855  4.49198
C  -0.52013  -0.17118  5.85959
N  0.91255  1.02438  -2.99537
H  0.95244  -5.50338  1.69985
C  1.24422  4.15666  5.34398
H  -0.43939  -4.24054  0.68538
H  0.18551  0.52273  6.30114
Hf  -0.28166  -0.90871  0.31992
C  1.14399  -3.51446  3.42170
I  -1.50638  -0.01386  -5.38680
H  3.31767  -1.95669  2.32102
H  -1.71358  -2.25908  -2.54276
N  -2.11188  -2.23445  0.59938
H  -1.67277  -5.45657  0.76528
H  -1.49639  -3.47239  -3.80326
C  -0.33148  0.68384  -2.71510
H  3.20856  1.20597  1.98506
O  0.32431  0.30766  1.74638
H  -1.48884  -0.61231  7.71771
H  0.38539  -5.32264  -3.23367
C  -0.35086  3.21014  3.26819
H  -1.19601  5.18019  3.22537
C  -4.43482  -2.27898  0.63193
C  4.86585  0.45984  3.13141
H  0.08966  -3.75538  3.27035
H  0.21621  6.01678  5.06846
H  4.60895  -1.32543  6.00889
C  -0.47357  4.52351  3.69307
C  0.58536  -4.81146  -2.29160
H  0.99805  -3.16688  -4.36418
C  2.57660  0.09818  3.72394
H  2.12642  2.20155  5.37352
H  2.23356  -5.04418  0.53715
H  -3.13240  -2.14897  6.70590
C  5.25135  -0.24685  4.26657
H  -1.40475  -1.48348  2.85978
C  -2.02092  1.78595  0.22254
H  3.76761  -3.42801  3.18433



Here is a 27-piece molecular cluster, C10H71ClO30S overall at a distorted geometry from the Open Molecules 2025 dataset. Energies are from ωB97M-V/def2-TZVPD.

Calculated values
HOMO (eV): -10.131

Positions of all 113 atoms, in Å:
H  -1.19119  -4.13010  -5.27906
H  -4.80336  -2.68537  -9.56269
H  -0.03368  0.23933  2.78417
H  1.98926  -1.65973  -4.15428
H  -1.75039  -0.19993  -8.81240
H  2.46886  -4.35221  12.45493
H  -0.36021  5.18703  3.70149
H  -4.89958  0.52513  -0.82743
O  -0.34124  4.29291  3.32843
H  2.25903  -2.60725  -2.98769
H  3.18192  3.48167  4.50929
O  4.65113  -2.42193  4.69737
O  0.96737  -0.14595  -0.23753
H  -1.67063  -2.04772  7.17607
O  5.23803  4.15067  -2.59232
O  -0.81742  -2.36284  7.51032
H  -3.98807  -1.16902  6.47214
H  -4.26054  -1.97002  5.20105
H  -1.81578  -2.46455  -8.92892
H  -5.20270  -4.90728  5.42989
H  1.33435  -2.86506  10.08017
O  1.74782  -1.69872  4.62387
H  -2.95550  -0.02323  -4.97504
O  -1.34178  -0.89605  4.42046
C  0.18134  0.83648  -1.05657
H  -4.42546  -0.88495  -0.48332
O  1.82943  -2.67976  -1.12015
O  -4.10491  -0.02898  -0.80514
O  1.94700  -4.60337  11.67803
H  4.70457  2.59908  -0.84841
O  -1.77250  0.58713  -9.37725
H  -1.55080  -0.56460  -1.02105
O  -3.53996  -1.67577  5.77831
O  -2.06243  -3.71694  -5.37517
H  -0.39448  3.05005  -0.79960
C  -0.34476  2.07803  1.36158
H  4.33058  -3.27789  5.01919
O  2.31068  3.89483  4.41318
C  -0.62836  2.01599  -0.25065
H  0.90699  6.52354  1.10223
O  6.56161  4.84176  0.46576
H  -4.22920  -3.84378  5.93265
H  6.58372  4.05471  1.03060
H  -1.77737  -1.36724  5.14660
H  2.01015  1.71281  1.26764
O  1.62368  4.78813  -3.97531
H  -0.97654  3.00372  1.77299
H  -1.91383  -3.00334  -6.01371
H  3.85646  -1.86781  4.67508
H  -1.28085  -0.03000  1.39334
H  -0.91344  -3.08512  -7.86488
H  5.87484  3.87579  -3.26901
H  2.45928  4.60843  3.77464
Cl  -1.55923  2.15893  -3.56446
C  1.23292  2.44436  1.74715
C  -0.83039  -0.15474  -1.88014
H  -2.40179  -1.61591  -4.00180
H  0.43202  -2.24448  9.01612
O  0.88961  -2.03695  9.84472
H  5.42721  1.47232  -0.11375
H  -0.18065  3.72274  4.09535
C  -0.75585  -0.56835  -5.25202
O  -4.00869  -3.23948  -9.54040
H  -7.52808  -3.48625  7.44457
O  -4.75106  -4.09493  5.15575
H  2.25636  -4.60798  -5.43806
H  6.02237  4.57063  -0.29236
O  -7.07998  -3.99299  6.75074
H  -1.80325  1.86377  -0.39742
H  1.95812  4.22763  -4.69156
H  1.38781  2.60160  2.91635
H  -3.69463  4.25553  -1.52040
H  0.02705  -1.34611  -4.83443
H  -0.98612  -1.60382  3.86229
S  0.64887  -1.76375  -0.70349
H  -2.98640  0.46860  -2.44242
H  0.81363  4.34114  -3.68719
H  -2.53787  3.32092  -1.86667
C  1.42203  1.47978  -1.97626
H  -1.00541  -0.93215  -6.35936
H  -1.85108  1.00624  2.86974
H  -0.18570  0.44961  -5.37035
O  -2.84142  3.94042  -1.18614
O  2.20245  -2.58373  -3.95476
O  7.21745  8.03801  -0.18206
H  2.34669  1.67477  -1.28021
O  -1.35819  -2.25701  -8.10032
H  -3.33706  -5.66198  -4.64012
H  6.42278  8.59212  -0.20435
H  -7.80055  -4.28724  6.17348
H  6.89690  7.18205  0.13976
H  0.89461  -1.38360  4.28962
O  4.55598  1.88548  -0.20986
H  1.10641  2.49113  -2.48480
O  -0.08792  -1.40520  -2.21562
H  1.44171  3.51323  1.26695
O  -3.48566  -6.37558  -4.00157
H  1.67458  0.70479  -2.84748
C  -0.92022  0.76657  2.20233
O  2.27533  -5.50210  -5.81112
H  2.06375  5.58893  0.75596
O  1.76020  6.20842  1.43649
H  1.49536  -5.41572  11.95216
H  -0.51386  -2.98234  6.82980
H  -2.61442  -6.78874  -3.90546
H  5.08251  5.08769  -2.78424
H  2.05137  -2.31821  3.94335
H  -2.31174  0.31599  -10.13537
H  2.43592  -6.07227  -5.04421
C  -1.91040  0.44836  -2.95065
C  -2.09311  -0.50439  -4.30614
O  -0.36318  -2.61105  0.11900
H  -4.32924  -4.09545  -9.21858



Here is CHNS4 as an isolated structure at a distorted geometry from the Open Molecules 2025 dataset. Energies are from ωB97M-V/def2-TZVPD.

Calculated values
HOMO (eV): -8.817
Energy relative to the best compared isomer or geometry (same formula, charge and spin) (kJ/mol): 288.8

Positions of all 7 atoms, in Å:
N  -0.28316  0.05197  -0.91781
H  1.29950  0.68898  2.31108
S  1.69648  -0.09161  1.32250
S  -1.60213  0.14341  1.37919
C  -0.38970  -0.00901  0.36352
S  0.66200  -0.52259  -2.23115
S  -1.38298  -0.26115  -2.22732



| no. | HOMO-LUMO gap (eV) |
| --- | --- |
| 1 | 9.28 |
| 2 | 8.21 |
| 3 | 9.87 |
| 4 | 7.21 |